{"formula": "CH3N3O", "method": "wB97M-V/def2-TZVPD", "orbital_gap_ev": 9.58, "de_lowest_kj_mol": 247.2, "e_tot_ha": -279.33310, "smiles": "[H]/N=N\\[H].N=C=O", "charge": 0, "e_lumo_ev": 0.74, "species": ["O", "N", "N", "N", "C", "H", "H", "H"], "positions_angstrom": [[0.2278, -0.0019, 3.4581], [-0.1060, 0.9592, -1.5010], [0.1422, 1.7546, -2.3735], [-0.2078, -1.2122, 1.5369], [0.0246, -0.6774, 2.5671], [0.3420, 1.4800, -3.3463], [-0.0055, -0.1471, -1.6104], [-0.4174, -2.1551, 1.2691]]}